A molecular structure, Cl3H5Si3 in a non-equilibrium geometry, computed with wB97M-V/def2-TZVPD.

Positions of all 11 atoms, in Å:
Si: -1.7482 -0.7691 0.5108
Si: -0.3264 0.8976 -0.6214
Si: 1.8755 0.6144 0.0805
Cl: 3.4534 0.5357 -1.1805
Cl: 1.1627 -2.0746 0.1715
Cl: 2.5137 0.7669 1.9134
H: -1.5921 -1.6867 1.7424
H: -1.8765 -1.5682 -0.6888
H: -3.0600 0.1683 0.6629
H: -0.0230 0.6966 -2.1485
H: -0.3790 2.4191 -0.4422

## Properties
- Relative energy (zero: lowest compared OMol25 entry of this formula, charge and spin): 1.899 eV
- Energy: -2251.92679 hartree
- ⟨S²⟩: 2.005
- Multiplicity: 3

=====

A molecular structure, Cl3HN2 in a non-equilibrium geometry, computed with wB97M-V/def2-TZVPD.

Positions of all 6 atoms, in Å:
N: -1.1413 -0.6371 0.6090
N: -2.9670 1.5111 -0.0205
Cl: -0.5918 0.5259 1.5072
Cl: -1.8183 2.6207 0.4129
Cl: -2.9932 1.0298 -1.6105
H: -2.2026 -0.6141 0.4839

## Properties
- Relative energy (zero: lowest compared OMol25 entry of this formula, charge and spin): 2.407 eV
- Energy: -1490.45338 hartree

=====

2 unconnected molecules or ions with the total composition Cl3HO3Si in a non-equilibrium geometry, computed with wB97M-V/def2-TZVPD.

Positions of all 8 atoms, in Å:
O: -1.1033 0.3029 1.4057
O: 0.5882 -0.0645 -2.7236
O: 1.1221 -1.2342 2.1196
Si: -0.2972 -1.0386 1.6615
Cl: 2.4763 -0.8239 -0.5060
Cl: 1.7966 -0.9111 -2.4889
Cl: -1.3869 -2.5396 1.0067
H: -1.3080 1.1944 1.0373

## Properties
- Relative energy (zero: lowest compared OMol25 entry of this formula, charge and spin): 0.368 eV
- Energy: -1896.33274 hartree

=====

A molecular structure, Cl3HgO20S2 in a non-equilibrium geometry, computed with wB97M-V/def2-TZVPD.

Positions of all 26 atoms, in Å:
Hg: 1.0732 -3.3724 22.5565
S: -1.7578 -5.1778 23.4213
O: -3.0437 -4.5544 22.9497
O: -1.6586 -5.0310 24.8797
O: -1.7405 -6.5286 22.8767
O: -0.6674 -4.4216 22.6397
S: 4.4018 -2.9888 23.7468
O: 5.3398 -2.4287 22.7311
O: 3.1683 -3.5698 23.0734
O: 5.0127 -4.0473 24.5774
O: 4.0590 -1.6936 24.4166
Cl: 0.2293 -1.5174 26.1642
O: 1.2365 -1.1724 27.2283
O: -0.5459 -2.5002 26.9065
O: -0.5405 -0.3788 25.8030
O: 0.9564 -2.0344 25.0725
Cl: 1.0255 0.3274 21.6962
O: 0.1041 1.1422 22.3934
O: 2.3955 0.5822 22.0207
O: 0.6942 -1.0146 22.2259
O: 0.8813 0.4815 20.2971
Cl: 1.9314 -6.7134 25.1553
O: 1.4769 -8.0516 24.7162
O: 1.3111 -5.5774 24.4620
O: 1.6802 -6.5682 26.5439
O: 3.4099 -6.6950 24.9326

## Properties
- Relative energy (zero: lowest compared OMol25 entry of this formula, charge and spin): 0.336 eV
- Net charge: -5
- Energy: -3833.86547 hartree

=====

A molecular structure, Cl4MnO4S in a non-equilibrium geometry, computed with wB97M-V/def2-TZVPD.

Positions of all 10 atoms, in Å:
Mn: -1.6125 -0.4251 1.3903
S: 2.0144 0.0056 -1.8926
O: 0.7234 -0.1486 -1.1395
O: 3.0114 0.6095 -0.9241
O: 2.5622 -1.2965 -2.4114
O: 1.5430 0.8014 -2.9902
Cl: -2.5643 3.5497 -0.2476
Cl: -5.1647 -0.5995 2.5575
Cl: -0.6656 -3.9617 1.5245
Cl: 0.1527 1.4654 4.1331

## Properties
- Net charge: -4
- Energy: -3690.64316 hartree
- ⟨S²⟩: 8.767
- Multiplicity: 6

=====

A molecular structure, Cl5HgIO20 in a non-equilibrium geometry, computed with wB97M-V/def2-TZVPD.

Positions of all 27 atoms, in Å:
Hg: 2.2545 -0.4551 -0.7332
I: 7.3038 -1.1657 -0.7966
Cl: 0.9435 -6.9018 3.1117
O: 1.4372 -5.8795 2.2368
O: 1.3882 -6.6347 4.3740
O: -0.5252 -6.9026 3.1069
O: 1.4267 -8.1236 2.6268
Cl: 3.1229 2.0616 5.7658
O: 3.4390 0.6622 5.7777
O: 2.8401 2.3249 4.3859
O: 1.9817 2.0948 6.5480
O: 4.0756 2.8848 6.4681
Cl: -2.5233 -2.5903 -5.3989
O: -3.4856 -3.6868 -5.1226
O: -1.4393 -2.5720 -4.3994
O: -2.0383 -3.0841 -6.7217
O: -3.2496 -1.4351 -5.7567
Cl: 0.8009 5.6748 -4.1769
O: 0.3892 7.0418 -3.8679
O: 1.1057 4.9503 -2.9896
O: -0.1905 5.0687 -4.9667
O: 1.9458 5.4662 -5.0416
Cl: -4.1889 2.2457 1.0770
O: -4.9321 1.9924 2.2964
O: -3.9925 3.6235 1.0468
O: -2.9267 1.5323 1.1485
O: -4.9629 1.8073 0.0014

## Properties
- Relative energy (zero: lowest compared OMol25 entry of this formula, charge and spin): 1.785 eV
- Net charge: -4
- Energy: -4255.30211 hartree

=====

A molecular structure, Cl5NaO20 in a non-equilibrium geometry, computed with wB97M-V/def2-TZVPD.

Positions of all 26 atoms, in Å:
Na: 0.1077 -0.1601 -0.1006
Cl: -1.4309 1.4288 1.0153
O: -2.5613 1.6951 1.9014
O: -1.3892 2.5139 0.1031
O: -0.2184 1.3699 1.8427
O: -1.5477 0.1726 0.3688
Cl: 2.3286 1.7141 0.1838
O: 1.5822 0.4497 0.0190
O: 1.2606 2.7435 0.3286
O: 3.1450 1.6025 1.3273
O: 3.0745 2.0816 -1.0038
Cl: 1.3522 -2.4165 -1.0461
O: 0.5009 -2.0258 0.0600
O: 1.0851 -1.6084 -2.2116
O: 2.6949 -2.0534 -0.6446
O: 1.2447 -3.7706 -1.4359
Cl: -0.7721 -1.6102 2.4871
O: -0.0155 -2.0079 3.6831
O: 0.0637 -0.9679 1.5186
O: -1.2517 -2.7959 1.7950
O: -1.8350 -0.8325 2.9625
Cl: -1.5035 0.9266 -2.6121
O: -2.1011 2.1343 -2.2229
O: -2.5369 0.0266 -2.9885
O: -0.6362 1.0176 -3.7459
O: -0.6405 0.3722 -1.5843

## Properties
- Relative energy (zero: lowest compared OMol25 entry of this formula, charge and spin): 12.913 eV
- Net charge: -4
- Energy: -3966.27576 hartree

=====

A molecular structure, ClCu6FO12P2 in a non-equilibrium geometry, computed with wB97M-V/def2-TZVPD.

Positions of all 22 atoms, in Å:
Cu: 6.9670 1.6345 1.4653
Cu: 1.4503 -1.2182 -2.4130
Cu: 2.1937 3.9021 -2.6740
Cu: -1.7662 2.1308 -0.9710
Cu: -1.2472 0.4531 4.4779
Cu: 4.6103 -3.4685 1.2746
P: -3.6727 -0.9497 1.5498
O: -5.0036 -1.2273 2.3101
O: -3.7039 0.5931 1.5860
O: -3.8996 -1.3727 0.0219
O: -2.5163 -1.6644 2.3468
P: -1.0707 0.3444 -4.3071
O: -2.3744 0.1927 -3.5438
O: -1.0585 -0.0436 -5.7916
O: -1.2107 -1.1034 -3.6965
O: 0.1147 1.0609 -3.4778
F: 1.5072 -4.2615 3.5182
Cl: 2.1988 0.9973 1.7780
O: 1.7477 -0.4061 1.5170
O: 3.0713 1.3537 2.8497
O: 2.6876 1.4032 0.5270
O: 0.9751 1.6496 1.6525

## Properties
- Net charge: -2
- Energy: -11987.52094 hartree